1.
C3H13N5 | ωB97M-V/def2-TZVPD

Summary:
HOMO-LUMO gap	0.26286	Ha
HOMO energy	-0.23135	hartree
multiplicity	1
E_tot	-10767.78431	eV

Structure (XYZ):
```
21
C3H13N5 | the Open Molecules 2025 dataset | ωB97M-V/def2-TZVPD
C -1.514 -1.270 -1.186
C -1.537 -0.408 1.486
N -0.696 -0.913 -0.019
H -0.251 -1.778 0.282
H -2.205 -2.090 -0.967
H -0.845 -1.591 -1.989
H -2.108 -0.391 -1.434
H -0.951 -0.644 2.370
H -2.353 -1.133 1.442
H -1.978 0.582 1.484
C 0.661 0.336 -0.374
N 1.853 1.725 1.179
N 1.722 -0.612 -0.465
N 0.328 0.941 -1.633
N 0.625 1.220 0.681
H 1.806 2.738 1.102
H 1.887 1.559 2.189
H 2.577 -0.241 -0.865
H 1.969 -0.947 0.465
H -0.147 1.834 -1.551
H 1.158 1.084 -2.197
```

2.
C5H15N2OS | ωB97M-V/def2-TZVPD

Summary:
HOMO-LUMO gap	0.23189	Ha
HOMO energy	-0.10402	hartree
multiplicity	1
E_tot	-21292.21200	eV
total charge	-1

Structure (XYZ):
```
24
C5H15N2OS | the Open Molecules 2025 dataset | ωB97M-V/def2-TZVPD
C 0.034 -0.354 -0.661
N 0.353 0.620 0.381
C 1.266 0.062 1.410
C 0.956 -1.285 2.053
S 0.136 -1.077 3.695
C -0.546 0.320 -1.930
N 0.312 1.439 -2.319
C -0.584 -0.714 -3.051
H 0.925 -0.902 -0.961
H -0.688 -1.038 -0.245
H -0.475 0.858 0.922
H 2.275 0.091 0.969
H 1.292 0.821 2.189
H 1.902 -1.809 2.206
H 0.322 -1.952 1.497
H -1.493 0.795 -1.680
H 0.455 1.969 -1.468
H 1.243 1.142 -2.582
H 0.207 -1.446 -2.956
H -0.507 -0.204 -4.009
H -1.549 -1.228 -3.024
H -2.132 1.869 3.689
H -1.499 0.676 2.983
O -2.206 1.348 2.891
```

3.
C5H10O2 | ωB97M-V/def2-TZVPD

Summary:
HOMO-LUMO gap	0.37015	Ha
HOMO energy	-0.35254	hartree
multiplicity	1
SMILES string	C=CCCC=O.O
E_tot	-9439.15775	eV

Structure (XYZ):
```
17
C5H10O2 | the Open Molecules 2025 dataset | ωB97M-V/def2-TZVPD
O -0.729 -0.053 -2.166
C -0.334 -1.038 -1.573
C 0.435 -1.160 -0.297
C 0.229 0.069 0.626
C -0.038 -0.304 2.143
C -0.096 0.664 3.078
H -0.588 -2.015 -2.049
H 1.492 -1.341 -0.561
H 0.128 -2.071 0.226
H -0.713 0.568 0.447
H 1.290 0.415 0.620
H -0.465 -1.293 2.342
H -0.961 0.795 3.767
H 0.519 1.486 2.777
H 0.705 1.959 -3.172
H -0.637 1.260 -2.884
O -0.236 2.059 -3.323
```

4.
C4H9N2S | ωB97M-V/def2-TZVPD

Summary:
HOMO-LUMO gap (spin up / spin down)	0.28398 / 0.29222	Ha
HOMO energy (spin up / spin down)	-0.45564 / -0.46434	hartree
multiplicity	1
E_tot	-18099.32377	eV
total charge	+1

Structure (XYZ):
```
16
C4H9N2S | the Open Molecules 2025 dataset | ωB97M-V/def2-TZVPD
C -1.082 -0.548 0.883
C 1.337 -1.628 0.562
C 0.667 0.630 -0.412
C 0.824 1.131 -1.826
N -0.548 0.498 0.190
N -2.228 -0.273 1.535
S -0.291 -2.051 0.815
H 2.027 -1.856 -0.144
H 1.744 -1.147 1.445
H 1.573 0.805 0.242
H 1.573 0.610 -2.387
H 1.246 2.123 -1.888
H -0.096 1.122 -2.305
H -1.423 1.087 -0.218
H -2.805 0.458 1.206
H -2.518 -0.960 2.302
```

5.
C4H9N2 | ωB97M-V/def2-TZVPD

Summary:
HOMO-LUMO gap (spin up / spin down)	0.29444 / 0.28084	Ha
HOMO energy (spin up / spin down)	-0.39769 / -0.57521	hartree
multiplicity	3
E_tot	-7259.17311	eV
total charge	+1

Structure (XYZ):
```
15
C4H9N2 | the Open Molecules 2025 dataset | ωB97M-V/def2-TZVPD
C -2.247 -0.401 0.180
C 1.136 -0.922 -0.693
C 1.140 -0.999 0.815
C 0.105 1.308 -0.059
N -1.101 -0.871 -0.180
N 0.077 -0.230 0.057
H -3.081 -1.072 0.113
H -2.547 0.590 0.630
H 1.830 -0.221 -1.324
H 1.057 -1.863 -1.304
H 0.797 -1.901 1.328
H 1.792 -0.325 1.484
H -0.717 1.770 0.582
H 1.176 1.675 0.202
H -0.124 1.370 -1.076
```

6.
C3H9N4S | ωB97M-V/def2-TZVPD

Summary:
HOMO-LUMO gap	0.28607	Ha
HOMO energy	-0.46525	hartree
multiplicity	1
SMILES string	NCNC(=S)NC=[NH2+]
E_tot	-20044.99438	eV
total charge	+1

Structure (XYZ):
```
17
C3H9N4S | the Open Molecules 2025 dataset | ωB97M-V/def2-TZVPD
C 1.354 0.103 -0.646
C -1.087 0.112 -1.107
C 0.645 -0.483 1.759
N 0.188 0.037 -1.341
N 1.557 0.061 0.740
N -1.989 -0.176 -2.038
N -0.498 0.397 2.047
S 2.738 0.350 -1.566
H 0.167 -1.358 1.275
H 1.249 -0.753 2.575
H 0.562 -0.039 -2.378
H 2.532 -0.006 0.970
H -2.954 0.129 -1.951
H -1.668 -0.387 -2.995
H -0.125 1.363 2.317
H -1.084 0.040 2.666
H -1.586 0.611 -0.326
```

7.
C7H11N | ωB97M-V/def2-TZVPD

Summary:
HOMO-LUMO gap	0.36662	Ha
HOMO energy	-0.33000	hartree
multiplicity	1
SMILES string	c1ccccc1.CN
E_tot	-8925.61629	eV

Structure (XYZ):
```
19
C7H11N | the Open Molecules 2025 dataset | ωB97M-V/def2-TZVPD
C -1.773 0.087 -1.122
C -1.889 -1.032 -0.305
C -1.374 -0.988 0.939
C -0.745 0.141 1.438
C -0.534 1.303 0.580
C -1.178 1.249 -0.618
C 2.419 0.071 0.098
H -2.086 0.248 -2.114
H -2.204 -1.927 -0.680
H -1.627 -1.856 1.554
H -0.082 0.036 2.343
H 0.188 2.093 0.972
H -1.040 2.131 -1.347
H 0.711 -1.277 -0.345
H 1.652 -0.428 -1.659
H 3.468 -0.036 -0.133
H 2.158 1.205 0.019
H 2.174 -0.081 1.118
N 1.761 -0.937 -0.739
```

8.
C25H23As3CrF18N4O9 | ωB97M-V/def2-TZVPD

Summary:
HOMO-LUMO gap (spin up / spin down)	0.26859 / 0.30323	Ha
HOMO energy (spin up / spin down)	-0.26394 / -0.26286	hartree
multiplicity	4
E_tot	-310539.94177	eV
total charge	-1

Structure (XYZ):
```
83
C25H23As3CrF18N4O9 | the Open Molecules 2025 dataset | ωB97M-V/def2-TZVPD
Cr 0.903 0.435 0.268
As 0.977 -3.358 0.746
F 1.838 -3.659 -0.746
F 2.424 -3.167 1.685
F -0.038 -3.089 2.190
F -0.522 -3.472 -0.118
F 1.075 -5.062 1.109
F 0.970 -1.574 0.496
As 0.148 -0.573 -3.282
F -1.537 -0.135 -3.192
F -0.222 -2.223 -2.931
F 1.820 -0.987 -3.337
F 0.587 1.110 -3.510
F 0.177 -0.205 -1.487
F -0.029 -0.854 -5.010
As 3.366 0.331 3.225
F 2.332 1.639 3.714
F 2.305 -0.692 4.129
F 4.343 -1.023 2.738
F 4.360 1.364 2.210
F 4.478 0.644 4.551
F 2.335 0.102 1.726
C 2.039 3.453 -0.404
O 1.571 2.260 0.111
H 1.243 3.933 -0.996
H 2.410 4.170 0.325
H 2.766 3.318 -1.217
C -1.194 -0.887 6.709
C -1.366 0.506 6.667
C -1.119 1.188 5.499
C -0.698 0.565 4.339
C -0.537 -0.813 4.369
C -0.814 -1.513 5.521
N -0.455 1.300 3.107
O -0.618 2.488 3.065
O -0.101 0.608 2.151
H -1.274 -1.444 7.630
H -1.632 1.029 7.575
H -1.107 2.273 5.518
H -0.195 -1.399 3.524
H -0.665 -2.582 5.428
C -4.998 -3.787 -1.421
C -3.826 -3.236 -1.948
C -3.041 -2.401 -1.183
C -3.494 -2.023 0.087
C -4.676 -2.530 0.572
C -5.473 -3.387 -0.176
N -2.692 -1.135 0.925
O -3.151 -0.760 1.982
O -1.578 -0.859 0.521
H -5.566 -4.471 -2.039
H -3.514 -3.463 -2.957
H -2.120 -2.021 -1.605
H -5.011 -2.241 1.560
H -6.331 -3.815 0.321
C 6.210 0.467 -4.314
C 5.034 1.129 -4.087
C 4.229 0.816 -2.996
C 4.636 -0.172 -2.126
C 5.796 -0.923 -2.389
C 6.547 -0.649 -3.504
N 3.777 -0.571 -1.027
O 4.092 -1.553 -0.412
O 2.700 -0.011 -0.892
H 6.910 0.589 -5.130
H 4.684 1.903 -4.758
H 3.334 1.396 -2.821
H 6.078 -1.702 -1.696
H 7.393 -1.267 -3.766
C -4.211 3.823 -3.522
C -2.835 3.670 -3.601
C -2.179 3.131 -2.483
C -2.889 2.730 -1.377
C -4.288 2.769 -1.386
C -4.961 3.311 -2.462
N -2.192 2.206 -0.221
O -1.076 1.749 -0.420
O -2.750 2.150 0.858
H -4.757 4.142 -4.403
H -2.253 4.151 -4.372
H -1.099 3.053 -2.455
H -4.763 2.427 -0.474
H -6.039 3.363 -2.496
```

9.
C2H6N2O2 | ωB97M-V/def2-TZVPD

Summary:
HOMO-LUMO gap	0.39630	Ha
HOMO energy	-0.36016	hartree
multiplicity	1
SMILES string	NC=O.NC=O
E_tot	-9246.48282	eV

Structure (XYZ):
```
12
C2H6N2O2 | the Open Molecules 2025 dataset | ωB97M-V/def2-TZVPD
O -3.058 0.452 -0.131
C -3.519 1.575 -0.364
N -4.140 1.888 -1.468
H -3.421 2.472 0.294
H -4.438 1.182 -2.145
H -4.676 2.753 -1.362
O 2.683 -1.303 -0.287
C 3.772 -1.463 0.279
N 3.939 -1.909 1.507
H 4.768 -1.341 -0.212
H 3.197 -2.400 2.012
H 4.893 -1.906 1.877
```

10.
C15H12Br2Cl2IN2PtS | ωB97M-V/def2-TZVPD

Summary:
HOMO-LUMO gap (spin up / spin down)	0.17109 / 0.17105	Ha
HOMO energy (spin up / spin down)	-0.12561 / -0.12556	hartree
multiplicity	1
E_tot	-206020.34722	eV
total charge	-1

Structure (XYZ):
```
36
C15H12Br2Cl2IN2PtS | the Open Molecules 2025 dataset | ωB97M-V/def2-TZVPD
Pt 0.453 -1.032 1.377
Br -1.072 -0.752 3.791
C 1.879 -1.392 2.785
Br 3.626 -1.951 1.965
H 1.676 -2.172 3.511
H 2.127 -0.471 3.306
I -1.214 -3.836 0.072
C 0.230 -3.047 1.469
H 1.153 -3.567 1.218
H -0.129 -3.374 2.440
S -2.734 1.095 0.956
C -1.918 -0.208 0.113
N 0.144 -0.818 -0.971
C -0.037 1.060 0.441
C 1.372 1.196 0.757
C 1.807 2.224 1.618
C 0.920 2.982 2.327
C -0.471 2.774 2.179
C -0.881 1.827 1.316
H -2.436 -1.132 0.308
H 2.044 0.793 0.007
H 2.871 2.406 1.695
H 1.276 3.741 3.012
H -1.194 3.322 2.766
Cl -1.591 -2.830 -4.080
C -0.614 -1.479 -3.552
C -0.834 -0.211 -4.364
C -1.083 1.101 -4.053
C -1.290 1.818 -2.758
C -1.088 1.054 -1.710
Cl -0.685 0.179 -0.574
C 0.388 -1.804 -2.718
N 0.979 -1.657 -1.586
H -0.903 -0.434 -5.423
H -1.198 1.730 -4.935
H -1.574 2.864 -2.706
```

11.
C3H4ClFO | ωB97M-V/def2-TZVPD

Summary:
HOMO-LUMO gap	0.37311	Ha
HOMO energy	-0.34513	hartree
multiplicity	1
SMILES string	OC/C=C(/F)Cl
E_tot	-20461.70678	eV

Structure (XYZ):
```
10
C3H4ClFO | the Open Molecules 2025 dataset | ωB97M-V/def2-TZVPD
C 0.679 -0.599 0.452
C -0.671 0.020 0.351
C -1.078 0.982 -0.444
H 1.879 -1.339 -0.874
H 0.467 -1.549 0.875
H 1.211 0.020 1.195
H -1.386 -0.506 0.900
O 1.417 -0.528 -0.749
F -2.374 1.202 -0.636
Cl -0.143 2.297 -1.069
```

12.
C3H8OS | ωB97M-V/def2-TZVPD

Summary:
HOMO-LUMO gap (spin up / spin down)	0.36689 / 0.17941	Ha
HOMO energy (spin up / spin down)	-0.50713 / -0.50708	hartree
multiplicity	2
E_tot	-16113.31813	eV
total charge	+1

Structure (XYZ):
```
13
C3H8OS | the Open Molecules 2025 dataset | ωB97M-V/def2-TZVPD
O 2.171 -0.901 -0.088
C 2.955 -0.942 -1.001
H 3.078 -1.835 -1.626
H 3.435 -0.042 -1.398
C -0.846 0.153 1.868
C -0.999 -0.371 0.418
S -1.693 0.908 -0.631
H -1.760 0.057 2.437
H -0.112 -0.465 2.387
H -0.564 1.209 1.895
H -1.731 -1.158 0.324
H 0.027 -0.488 0.072
H -0.629 1.711 -0.840
```

13.
C4H20O8 | ωB97M-V/def2-TZVPD

Summary:
HOMO-LUMO gap	0.34712	Ha
HOMO energy	-0.35263	hartree
multiplicity	1
SMILES string	OCCO.OCCO.O.O.O.O
E_tot	-20850.82851	eV

Structure (XYZ):
```
32
C4H20O8 | the Open Molecules 2025 dataset | ωB97M-V/def2-TZVPD
O -2.053 2.041 2.222
H -1.180 2.293 2.022
H -2.295 2.473 3.039
O -0.944 1.565 -1.100
H -0.301 0.967 -1.507
H -0.338 2.210 -0.726
O -3.463 1.301 0.075
H -3.119 1.642 0.917
H -2.612 1.385 -0.421
O 0.598 3.044 0.529
H -0.108 3.623 0.709
H 1.247 3.632 0.175
C 0.854 -1.705 1.672
C 0.273 -0.307 1.535
O 1.371 0.514 1.226
O -0.204 -2.568 1.845
H 1.567 -1.749 2.453
H 1.331 -2.113 0.761
H -0.209 0.031 2.423
H -0.452 -0.244 0.778
H 1.002 1.249 0.705
H 0.078 -3.466 1.889
C 0.292 -2.010 -2.031
C 1.436 -1.019 -2.312
O 1.347 0.045 -1.418
O 0.617 -3.291 -2.563
H -0.614 -1.518 -2.446
H 0.189 -2.170 -0.949
H 1.365 -0.746 -3.375
H 2.440 -1.483 -2.203
H 1.848 -0.197 -0.612
H 0.038 -3.433 -3.326
```

14.
C18H14IrN3O4 | ωB97M-V/def2-TZVPD

Summary:
HOMO-LUMO gap (spin up / spin down)	0.23906 / 0.23903	Ha
HOMO energy (spin up / spin down)	-0.27486 / -0.27484	hartree
multiplicity	1
E_tot	-34387.12174	eV

Structure (XYZ):
```
40
C18H14IrN3O4 | the Open Molecules 2025 dataset | ωB97M-V/def2-TZVPD
Ir -0.073 1.275 0.000
O 3.433 1.521 0.000
C 4.051 0.493 0.000
C 3.527 -0.869 0.000
C 4.499 -1.862 0.000
C 4.175 -3.192 0.000
C 2.839 -3.583 0.000
C 1.853 -2.643 0.000
C 2.113 -1.234 0.000
O 1.074 -0.458 0.000
N 5.225 -4.200 0.000
O 6.384 -3.823 0.000
O 4.894 -5.373 0.000
H 5.164 0.536 0.000
H 5.547 -1.586 0.000
H 2.610 -4.639 0.000
H 0.828 -2.974 0.000
C -2.878 4.617 0.000
C -4.112 3.997 0.000
C -4.137 2.622 0.000
C -2.958 1.884 0.000
N -1.754 2.489 0.000
C -1.750 3.835 0.000
C -2.950 0.424 0.000
C -4.104 -0.353 0.000
C -4.014 -1.728 0.000
C -2.757 -2.303 0.000
C -1.657 -1.468 0.000
N -1.738 -0.135 0.000
H -2.793 5.694 0.000
H -5.027 4.573 0.000
H -5.083 2.099 0.000
H -0.768 4.289 0.000
H -5.072 0.126 0.000
H -4.905 -2.343 0.000
H -2.623 -3.376 0.000
H -0.661 -1.860 0.000
C 0.897 2.909 0.000
H 1.350 3.310 0.913
H 1.350 3.310 -0.913
```

15.
C25H30BrGaN5O7S | ωB97M-V/def2-TZVPD

Summary:
HOMO-LUMO gap	0.30216	Ha
HOMO energy	-0.40728	hartree
multiplicity	1
E_tot	-181436.91001	eV
total charge	+1

Structure (XYZ):
```
70
C25H30BrGaN5O7S | the Open Molecules 2025 dataset | ωB97M-V/def2-TZVPD
Ga -4.806 1.441 17.693
C -2.090 2.472 19.211
O -3.053 1.422 19.262
C -2.882 0.319 20.043
C -2.240 0.319 21.305
C -2.220 -0.911 22.020
Br -1.427 -0.961 23.714
C -2.968 -1.988 21.561
C -3.476 -1.960 20.268
C -3.461 -0.843 19.512
O -3.959 -0.826 18.304
C -4.002 -3.184 19.711
N -4.731 -3.174 18.600
C -5.115 -4.510 18.427
C -5.968 -5.092 17.439
C -6.312 -6.388 17.619
C -5.878 -7.132 18.782
C -5.021 -6.614 19.696
C -4.693 -5.269 19.515
N -3.981 -4.354 20.312
H -1.475 2.404 18.308
H -1.474 2.450 20.060
H -2.604 3.378 19.115
H -1.715 1.213 21.649
H -2.877 -2.902 22.140
H -4.536 -1.666 18.179
H -6.178 -4.571 16.515
H -6.808 -6.808 16.765
H -6.083 -8.202 18.933
H -4.674 -7.194 20.545
H -3.549 -4.631 21.176
C -6.042 0.668 21.871
O -5.652 1.173 20.524
C -6.201 0.674 19.464
C -7.146 -0.453 19.573
H -5.277 0.965 22.539
H -6.098 -0.420 21.820
H -7.006 1.051 22.108
H -6.473 -1.262 19.250
H -8.056 -0.364 18.907
H -7.595 -0.862 20.471
C 0.691 -5.206 19.092
C -0.158 -3.930 19.145
S 0.341 -2.550 18.146
O -0.579 -1.519 18.585
O 1.731 -2.174 18.246
C -0.098 -3.145 16.490
C 0.135 -2.114 15.393
N -0.889 -1.078 15.382
C -2.174 -1.197 14.906
N -2.882 -0.062 14.978
C -2.031 0.842 15.403
C -0.806 0.284 15.708
N 0.352 0.933 16.243
O 0.189 2.016 16.798
O 1.459 0.404 16.121
C -2.670 -2.491 14.256
H 0.422 -5.900 19.904
H 1.716 -4.963 19.335
H 0.638 -5.653 18.099
H -0.312 -3.401 20.067
H -1.211 -4.165 18.759
H -1.152 -3.406 16.583
H 0.591 -4.012 16.390
H 0.060 -2.732 14.478
H 1.113 -1.710 15.530
H -2.367 1.797 15.646
H -1.822 -2.908 13.671
H -3.503 -2.282 13.603
H -2.937 -3.323 14.865
```

16.
C2H6N4 | ωB97M-V/def2-TZVPD

Summary:
HOMO-LUMO gap	0.34065	Ha
HOMO energy	-0.29668	hartree
multiplicity	1
SMILES string	C=NN/C=N/N
E_tot	-8128.74126	eV

Structure (XYZ):
```
12
C2H6N4 | the Open Molecules 2025 dataset | ωB97M-V/def2-TZVPD
C -0.621 -0.258 -0.145
C 2.885 0.085 0.171
H -2.752 -1.105 0.562
H -3.470 0.464 0.541
H -0.536 -1.334 0.039
H 0.698 1.285 -0.184
H 3.727 -0.575 0.083
H 3.137 1.137 0.425
N -2.879 -0.195 0.023
N -1.587 0.562 -0.055
N 0.666 0.285 -0.097
N 1.744 -0.485 -0.103
```

17.
C25H17BCl2N3O4PdS | ωB97M-V/def2-TZVPD

Summary:
HOMO-LUMO gap (spin up / spin down)	0.21927 / 0.21680	Ha
HOMO energy (spin up / spin down)	-0.40017 / -0.39988	hartree
multiplicity	1
E_tot	-78893.41233	eV
total charge	+1

Structure (XYZ):
```
54
C25H17BCl2N3O4PdS | the Open Molecules 2025 dataset | ωB97M-V/def2-TZVPD
Pd -0.297 1.097 0.417
O 1.545 -2.481 4.284
C 1.015 -3.340 3.372
C 1.022 -4.715 3.597
C 0.459 -5.574 2.677
C -0.127 -5.084 1.508
C -0.126 -3.726 1.290
C 0.450 -2.831 2.210
C 0.393 -1.401 1.842
O -0.174 -1.066 0.799
N 1.065 -0.455 2.624
N 0.664 0.764 2.282
C 0.935 1.804 3.000
C 0.597 3.167 2.487
C 0.923 4.274 3.229
C 0.552 5.525 2.723
C -0.117 5.579 1.521
C -0.398 4.393 0.838
N -0.045 3.207 1.313
H 1.882 -2.999 5.027
H 1.469 -5.099 4.507
H 0.474 -6.638 2.875
H -0.572 -5.752 0.786
H -0.570 -3.315 0.392
H 1.383 1.672 3.987
H 1.450 4.180 4.168
H 0.784 6.425 3.276
H -0.440 6.522 1.103
H -0.933 4.403 -0.101
Cl 1.984 1.446 -1.030
C 1.331 2.277 -2.431
C 2.274 2.643 -3.375
C 1.873 3.310 -4.519
C 0.540 3.608 -4.720
C -0.393 3.225 -3.773
Cl -2.052 3.633 -4.091
C -0.034 2.537 -2.606
S -1.371 2.151 -1.494
H 3.314 2.407 -3.206
H 2.606 3.598 -5.260
H 0.207 4.131 -5.604
O -0.570 -0.474 -2.319
B -1.432 0.284 -1.548
O -2.516 -0.418 -1.054
C -2.278 -1.716 -1.499
C -3.041 -2.828 -1.259
C -2.579 -4.020 -1.827
C -1.416 -4.057 -2.589
C -0.656 -2.904 -2.821
C -1.129 -1.750 -2.252
H -3.940 -2.781 -0.663
H -3.144 -4.929 -1.674
H -1.092 -4.996 -3.017
H 0.251 -2.916 -3.407
```